--- i ---
Here is a cluster of 2 separate species, H3NO3Si in total from the OMol25 dataset. Energies are from ωB97M-V with the def2-TZVPD basis set.

Frontier orbital gap   9.30 eV
E_HOMO   -10.22 eV

Atoms and positions in Å:
1 N 1.547 -0.295 -0.203
2 O 2.570 -0.907 -0.353
3 O 1.688 1.029 0.194
4 O -1.080 0.957 0.520
5 Si -1.687 -0.361 0.144
6 H 0.725 1.303 0.129
7 H -1.317 -1.694 0.629
8 H -2.446 -0.033 -1.061

---

--- ii ---
Here is a cluster of 2 separate species, H3NO3Si in total from the OMol25 dataset. Energies are from ωB97M-V with the def2-TZVPD basis set.

Frontier orbital gap   10.61 eV
E_HOMO   -11.12 eV

Atoms and positions in Å:
1 N -2.466 -1.354 0.580
2 O -1.191 -1.155 0.754
3 O -3.013 -0.533 -0.091
4 O 0.750 0.595 1.403
5 Si 0.263 -0.516 0.527
6 H 2.483 2.244 -1.800
7 H 0.842 -1.569 -0.317
8 H 2.330 2.288 -1.056

---

Energy above the most stable structure, in kJ/mol: i 10.8; ii 0.0

---

--- i ---
Here is a cluster of 2 separate species, H3NO3Si in total from the OMol25 dataset. Energies are from ωB97M-V with the def2-TZVPD basis set.

Frontier orbital gap   9.93 eV
E_HOMO   -10.63 eV

Atoms and positions in Å:
1 N -2.225 0.566 0.438
2 O -1.911 1.420 -0.341
3 O -2.168 -0.649 -0.145
4 O 0.285 -0.690 1.457
5 Si 0.958 0.106 0.367
6 H -1.871 -1.349 0.569
7 H 1.438 -0.203 -0.952
8 H 1.049 1.524 0.152

---

--- ii ---
Here is an isolated molecule of H3NO3Si from the OMol25 dataset. Energies are from ωB97M-V with the def2-TZVPD basis set.

Frontier orbital gap   11.45 eV
E_HOMO   -11.25 eV

Atoms and positions in Å:
1 N 0.618 -1.499 -0.177
2 O 0.341 -0.297 0.360
3 O 1.773 -1.766 -0.069
4 O -0.259 -2.090 -0.734
5 Si -0.512 1.153 0.139
6 H -1.527 1.383 -0.801
7 H -1.060 1.030 1.610
8 H 0.627 2.086 -0.327

---

Energy above the most stable structure, in kJ/mol: i 0.0; ii 47.5